DFT (the ωB97M-V functional and the def2-TZVPD basis) results for C8H16N2O5 in the gas phase at a distorted geometry.

Output
Energy, eV: -21773.763
SMILES string: C[C@@H](O)[C@H](N)C(=O)N[C@H](C(=O)O)[C@@H](C)O
Frontier orbital gap, eV: 10.1
M, g/mol: 220.22
LUMO, Eh: 0.012
Energy relative to the best compared isomer or geometry (same formula, charge and spin), kcal per mole: 15.3

```
! wB97M-V def2-TZVPD RIJCOSX def2/J DEFGRID3
* xyz 0 1
C -4.2162 0.0366 -0.3403
C -2.7315 0.1581 -0.6333
O -2.2294 1.3805 -0.0775
C -1.9734 -0.9893 0.1216
N -2.3191 -1.0104 1.5234
C -0.5246 -0.8424 -0.1897
O -0.1388 -1.0137 -1.3554
N 0.2716 -0.3936 0.7903
C 1.5661 0.1309 0.5707
C 1.5848 1.6310 0.0860
O 2.6288 2.1887 -0.1339
O 0.4259 2.3310 0.0103
C 2.4674 -0.7606 -0.3476
C 3.8763 -0.6996 0.1638
O 2.0391 -2.0992 -0.3236
H -4.5480 -0.9493 -0.6670
H -4.5186 0.1587 0.6869
H -4.8271 0.7186 -1.0428
H -2.6256 0.1976 -1.7458
H -2.8207 2.0903 -0.3300
H -2.2507 -1.9422 -0.3771
H -2.2525 -0.0990 1.9263
H -1.7268 -1.6863 2.0520
H -0.1680 -0.1310 1.6548
H 2.0567 0.1155 1.5295
H -0.4040 1.7667 -0.0695
H 2.3473 -0.4249 -1.3711
H 4.5487 -1.3523 -0.4420
H 4.2961 0.3218 0.1946
H 3.8948 -1.1068 1.1808
H 1.2323 -2.1357 -0.9234
*
```


DFT (the ωB97M-V functional and the def2-TZVPD basis) results for an isolated ion of composition C8H16N3 and charge +1 at a distorted geometry.

Output
Energy, eV: -13015.715
SMILES string: CCN(/C(C)=C\[N+]#N)C(C)C
Frontier orbital gap (spin up / spin down), eV: 8.9 / 8.9
M, g/mol: 154.24
LUMO (spin up / spin down), Eh: -0.182 / -0.182
Energy relative to the best compared isomer or geometry (same formula, charge and spin), kcal per mole: 85.6

```
! wB97M-V def2-TZVPD RIJCOSX def2/J DEFGRID3
* xyz 1 1
C -0.3108 -2.4698 0.8134
C 0.6982 -1.3747 0.6870
N 0.1548 -0.1595 0.0530
C -1.1278 0.2067 0.5796
C -1.2900 0.9034 1.9079
C -2.2170 0.0879 -0.1963
N -1.8348 -0.5306 -1.3524
N -0.8437 -1.0009 -1.6586
C 0.9940 0.9612 -0.4667
C 0.3344 1.7578 -1.6311
C 2.3271 0.4050 -0.9152
H -1.3288 -2.2178 1.1953
H -0.5017 -2.8849 -0.2256
H 0.0562 -3.2766 1.4031
H 1.4640 -1.7069 0.0775
H 1.0794 -1.1921 1.7188
H -2.1918 1.5790 2.0400
H -0.3547 1.5020 2.1286
H -1.3863 0.0814 2.5938
H -3.2333 0.4441 -0.2178
H 1.2256 1.7180 0.2955
H 0.2959 1.5193 -2.6328
H -0.6653 1.9865 -1.2434
H 0.8494 2.7670 -1.7015
H 2.6548 1.1966 -1.6756
H 2.0824 -0.5121 -1.4570
H 3.0698 0.2100 -0.1195
*
```


DFT (the ωB97M-V functional and the def2-TZVPD basis) results for an isolated ion of composition C8H16N3 and charge +1 at a distorted geometry.

Output
Energy, eV: -13016.000
SMILES string: C[C@H]1CCCN2CCCN=[N+]12
Frontier orbital gap (spin up / spin down), eV: 9.0 / 9.0
M, g/mol: 154.24
LUMO (spin up / spin down), Eh: -0.165 / -0.165
Energy relative to the best compared isomer or geometry (same formula, charge and spin), kcal per mole: 79.0

```
! wB97M-V def2-TZVPD RIJCOSX def2/J DEFGRID3
* xyz 1 1
C 1.4333 -2.2553 -0.4700
C 1.0565 -1.1338 0.5970
C 2.2480 -0.0711 0.6555
C 1.9725 1.0026 -0.3102
C 0.7106 1.7245 0.0435
N -0.4560 0.8110 0.1231
C -1.7946 1.2675 0.4052
C -2.9314 0.4232 -0.2086
C -2.6188 -1.0525 -0.0358
N -1.2246 -1.3762 0.2876
N -0.2440 -0.4479 0.3709
H 2.1702 -2.9120 -0.1530
H 1.7689 -1.8729 -1.4001
H 0.6486 -2.8896 -0.7620
H 1.0921 -1.7161 1.5665
H 3.2764 -0.4966 0.7025
H 2.1874 0.3074 1.6568
H 2.8423 1.6870 -0.3224
H 1.8749 0.5192 -1.2676
H 0.7963 2.1026 1.0990
H 0.5388 2.5579 -0.6286
H -1.8335 2.3060 -0.0257
H -2.1209 1.4479 1.4514
H -3.0175 0.6401 -1.2665
H -3.9423 0.6732 0.1158
H -3.0770 -1.4635 0.9761
H -2.8513 -1.6791 -0.9761
*
```


DFT (the ωB97M-V functional and the def2-TZVPD basis) results for a 2-piece molecular cluster, C8H16N3 overall at a distorted geometry.

Output
Energy, eV: -13015.286
Frontier orbital gap, eV: 8.2
M, g/mol: 154.24
LUMO, Eh: -0.129
Energy relative to the best compared isomer or geometry (same formula, charge and spin), kcal per mole: 95.5

```
! wB97M-V def2-TZVPD RIJCOSX def2/J DEFGRID3
* xyz 1 1
C 2.7794 0.4276 -1.0459
C 3.8945 0.5816 0.7369
C 2.3590 -0.6423 -0.2508
C -1.2557 0.1749 -1.4838
C -2.3376 0.5067 0.7221
C -0.1196 1.2609 0.4276
C 1.4089 -1.7073 -0.5297
C -0.5352 -1.0848 0.4479
N 3.6462 1.2029 -0.3874
N 3.1165 -0.5162 0.8540
N -1.0377 0.1867 0.0262
H 2.2249 0.9324 -1.7832
H 4.3731 1.0242 1.5480
H -0.4995 0.5374 -2.1089
H -1.4572 -0.8529 -1.6596
H -2.2491 0.8288 -1.7705
H -2.6824 1.5588 0.2713
H -3.2066 -0.2426 0.3565
H -2.3835 0.3604 1.8277
H 0.9342 1.1786 0.1027
H -0.5780 2.1506 0.0128
H -0.0248 1.4121 1.5086
H 0.9177 -1.5476 -1.4672
H 1.5042 -2.6874 -0.1278
H -0.3124 -1.2219 1.4448
H -1.2258 -1.8422 0.0013
H 3.0537 -1.1787 1.5678
*
```


DFT (the ωB97M-V functional and the def2-TZVPD basis) results for an isolated ion of composition C8H16N3O and charge +1 at a distorted geometry.

Output
Energy, eV: -15063.376
SMILES string: C[NH+](C)C[C@H](NN)c1ccco1
Frontier orbital gap, eV: 9.4
M, g/mol: 170.24
LUMO, Eh: -0.091
Energy relative to the best compared isomer or geometry (same formula, charge and spin), kcal per mole: 73.8

```
! wB97M-V def2-TZVPD RIJCOSX def2/J DEFGRID3
* xyz 1 1
C -0.0123 0.6099 1.9694
N 0.1697 -0.7289 1.4231
C 0.0210 -1.7631 2.4486
C -0.7936 -1.0362 0.3012
C -0.0135 -0.5744 -1.1133
N 1.3678 -0.6702 -0.8835
N 1.8477 -1.9731 -0.5709
C -0.4414 0.8221 -1.4716
C 0.2665 2.0002 -1.4501
C -0.6560 3.0145 -1.8425
C -1.8828 2.3965 -1.8842
O -1.7676 1.0777 -1.6579
H -0.9877 0.6317 2.6552
H 0.8412 0.7939 2.4833
H -0.0532 1.4739 1.1956
H 1.0553 -0.5595 0.9226
H -1.0928 -1.6761 2.8282
H 0.2869 -2.7424 2.2094
H 0.8191 -1.4483 3.1025
H -1.7656 -0.5960 0.1828
H -0.9526 -2.0590 -0.0132
H -0.4596 -1.1967 -2.0669
H 1.8641 -0.1852 -1.6393
H 1.6429 -2.5315 -1.3387
H 2.8583 -1.8985 -0.4864
H 1.2832 2.1709 -1.2431
H -0.5482 4.0476 -2.0471
H -2.8970 2.6001 -2.0131
*
```


DFT (the ωB97M-V functional and the def2-TZVPD basis) results for an isolated ion of composition C8H16N5S and charge +1 at a distorted geometry.

Output
Energy, eV: -26831.311
SMILES string: [H]/N=C(/N)S[N@@+]12C[C@@H]3C[C@@H](CN(C3)N1)C2
Frontier orbital gap, eV: 9.1
M, g/mol: 214.32
LUMO, Eh: -0.138
Energy relative to the best compared isomer or geometry (same formula, charge and spin), kcal per mole: 60.7

```
! wB97M-V def2-TZVPD RIJCOSX def2/J DEFGRID3
* xyz 1 1
H 2.0182 -1.7593 0.7315
N 2.7951 -1.5076 0.1390
C 3.1557 -0.3252 -0.0305
N 4.2082 0.1365 -0.7282
S 2.1509 1.1395 0.5940
N 0.4716 0.4231 0.2856
C 0.3348 -0.1228 -1.0583
C -1.0644 -0.7035 -1.1962
C -2.0842 0.4484 -1.0115
C -1.8921 1.1531 0.2855
C -2.0348 0.1946 1.4291
N -1.0772 -0.9305 1.2772
C -1.2672 -1.6909 -0.0230
N 0.2091 -0.4429 1.3787
C -0.4299 1.6300 0.3416
H 4.9427 -0.4239 -1.1529
H 4.5845 1.0300 -0.6373
H 1.0592 -0.8719 -1.4724
H 0.3787 0.7599 -1.6513
H -1.0317 -1.2318 -2.1745
H -3.1530 0.0559 -1.2811
H -2.0401 0.9770 -1.9696
H -2.5920 2.0124 0.4267
H -1.7281 0.6271 2.4336
H -3.0761 -0.2058 1.5116
H -2.2047 -2.2210 0.1437
H -0.4128 -2.4731 0.0125
H 0.2662 -0.0898 2.3408
H -0.1717 2.3129 -0.4065
H -0.3147 2.0994 1.4623
*
```


DFT (the ωB97M-V functional and the def2-TZVPD basis) results for an isolated ion of composition C8H16NO and charge +1 at a distorted geometry.

Output
Energy, eV: -12085.236
SMILES string: C=CC(=O)C(C)(C)[NH+](C)C
Frontier orbital gap, eV: 9.7
M, g/mol: 142.22
LUMO, Eh: -0.130
Energy relative to the best compared isomer or geometry (same formula, charge and spin), kcal per mole: 38.1

```
! wB97M-V def2-TZVPD RIJCOSX def2/J DEFGRID3
* xyz 1 1
C 2.5800 -1.9150 -1.7689
C 1.9068 -0.8060 -1.4527
C 1.0781 -0.8389 -0.2760
O 1.0135 -1.6684 0.5768
C -0.0961 0.6062 -0.0464
C -0.6122 0.9998 -1.4207
C 0.8115 1.6749 0.5421
N -1.2398 0.2960 0.8643
C -2.1055 -0.7930 0.3751
C -0.8658 0.0441 2.2697
H 3.2161 -1.9737 -2.6340
H 2.4999 -2.8036 -1.1603
H 1.9574 0.0887 -2.0480
H -1.4181 1.7318 -1.3507
H -0.9579 0.1462 -1.9984
H 0.1841 1.4670 -1.9919
H 1.5640 1.9447 -0.1949
H 0.2640 2.5838 0.7959
H 1.3452 1.3214 1.4199
H -1.8077 1.1548 0.8553
H -2.9963 -0.8566 0.9971
H -2.4162 -0.6071 -0.6494
H -1.5702 -1.7374 0.4262
H -0.2244 -0.8342 2.3221
H -0.3456 0.9032 2.6878
H -1.7647 -0.1289 2.8599
*
```


DFT (the ωB97M-V functional and the def2-TZVPD basis) results for an isolated ion of composition C8H16NO and charge +1 at a distorted geometry.

Output
Energy, eV: -12081.660
Frontier orbital gap (spin up / spin down), eV: 9.2 / 7.7
M, g/mol: 142.22
LUMO (spin up / spin down), Eh: -0.130 / -0.156
Energy relative to the best compared isomer or geometry (same formula, charge and spin), kcal per mole: 120.6

```
! wB97M-V def2-TZVPD RIJCOSX def2/J DEFGRID3
* xyz 1 1
C -1.8386 0.0307 2.2974
C -2.6215 0.9342 1.2806
C -0.4173 -0.0731 1.5865
C -2.1428 0.5005 -0.0575
C -0.7957 -0.2084 0.1251
C 2.1855 -1.1758 -1.1157
C 0.2244 0.2768 -0.8368
C 3.5130 -0.5981 -1.4027
N 1.0019 -0.7248 -1.8037
O 0.7946 1.5240 -0.7671
H -1.8274 0.6264 3.2379
H -2.1802 -0.9580 2.2073
H -3.7701 0.9214 1.3858
H -2.3840 2.0069 1.3866
H 0.2501 0.8906 1.7103
H -0.0058 -0.9731 2.0728
H -2.7700 -0.2665 -0.5958
H -1.9838 1.3688 -0.7912
H -1.0450 -1.3075 -0.1251
H 2.0604 -1.8633 -0.3963
H 4.2083 -1.4625 -1.5390
H 4.0517 -0.0026 -0.6552
H 3.3536 0.0341 -2.3859
H 1.4565 -0.0896 -2.4839
H 0.4340 -1.4956 -2.1638
H 0.2482 2.0843 -0.1706
*
```